(1)
Computed, not measured: a cluster of 10 separate species, C12H35F4N9O18P in total at a distorted geometry, with ωB97M-V/def2-TZVPD.

XYZ file:
```
79
Properties=species:S:1:pos:R:3:mulliken_charge:R:1
F 5.115 -2.167 3.286 -0.5108
P 5.716 -0.876 2.275 0.5631
C 4.221 0.258 2.716 -1.3141
C 3.025 0.160 1.729 -0.6176
C 1.929 -0.807 2.141 0.9077
F 0.917 -0.216 2.835 -0.2316
F 2.329 -1.855 2.837 -0.2551
F 1.310 -1.322 1.014 -0.3799
H 6.431 -0.383 3.456 -0.0505
H 6.841 -1.726 1.926 -0.1102
H 4.988 -1.354 1.116 -0.4435
H 6.366 0.192 1.519 -0.0011
H 3.904 0.168 3.774 0.3705
H 4.602 1.297 2.625 0.4287
H 2.550 1.162 1.704 0.3244
H 3.367 -0.026 0.697 0.3402
C 6.360 -3.554 -1.487 -0.8819
N 6.978 -2.366 -0.841 0.9229
O 8.054 -2.518 -0.293 -0.5499
O 6.357 -1.325 -0.915 -0.4907
H 7.017 -4.407 -1.347 0.2938
H 5.399 -3.722 -1.005 0.3238
H 6.238 -3.330 -2.541 0.3968
C -1.320 -0.095 0.384 -0.6896
N -1.589 1.356 0.199 0.9268
O -2.350 1.686 -0.695 -0.5935
O -1.027 2.123 0.955 -0.5335
H -1.889 -0.650 -0.355 0.3187
H -0.257 -0.253 0.252 0.2704
H -1.633 -0.358 1.391 0.2629
C -5.742 2.076 -1.473 -0.3641
N -6.658 0.957 -1.128 0.9690
O -6.158 -0.085 -0.756 -0.5683
O -7.853 1.167 -1.244 -0.5616
H -4.718 1.748 -1.325 0.1259
H -5.919 2.333 -2.514 0.2851
H -5.981 2.907 -0.818 0.1754
C -9.585 3.072 1.858 -0.7308
N -8.134 3.163 2.176 0.8246
O -7.811 3.160 3.346 -0.5189
O -7.376 3.231 1.229 -0.4781
H -10.140 3.017 2.789 0.3064
H -9.852 3.964 1.298 0.2854
H -9.732 2.176 1.261 0.2841
C 5.828 -5.552 -5.987 -0.6960
N 5.812 -5.106 -4.567 0.9026
O 6.561 -4.197 -4.253 -0.5573
O 5.050 -5.680 -3.815 -0.5366
H 6.547 -4.958 -6.525 0.3437
H 6.109 -6.603 -5.994 0.2777
H 4.829 -5.410 -6.386 0.2402
C 4.795 -2.813 -9.912 -0.7216
N 4.936 -3.937 -8.947 0.8691
O 4.011 -4.719 -8.853 -0.5241
O 5.974 -3.993 -8.316 -0.5156
H 3.828 -2.891 -10.397 0.3025
H 4.874 -1.887 -9.348 0.2925
H 5.602 -2.901 -10.635 0.2869
C -0.763 1.980 4.326 -0.6221
N -0.826 2.450 5.736 0.9116
O -0.094 3.359 6.067 -0.5533
O -1.619 1.882 6.467 -0.5952
H -0.023 2.568 3.795 0.3344
H -0.483 0.931 4.342 0.2281
H -1.751 2.116 3.893 0.2590
C -3.857 -0.401 7.292 -0.4816
N -4.357 -0.786 5.943 0.8811
O -3.886 -0.214 4.981 -0.4768
O -5.211 -1.652 5.901 -0.5632
H -3.106 0.375 7.180 0.1422
H -4.707 -0.039 7.864 0.2685
H -3.429 -1.291 7.746 0.2770
C -4.746 6.063 -1.038 -0.6917
N -5.295 5.725 -2.380 0.8958
O -4.839 6.312 -3.341 -0.5381
O -6.167 4.877 -2.416 -0.5271
H -3.984 6.826 -1.158 0.3170
H -5.570 6.428 -0.430 0.2812
H -4.322 5.154 -0.618 0.2579
```

**Energy**: -3065.2926 Ha
**Orbital gap**: 4.3 eV
**LUMO level**: 0.8 eV
**Net charge**: -1
**Highest occupied orbital energy**: -0.1281 hartree

(2)
Computed, not measured: a structure of composition C12H35N3O5Sr at a distorted geometry, with ωB97M-V/def2-TZVPD.

XYZ file:
```
56
Properties=species:S:1:pos:R:3:mulliken_charge:R:1
Sr -12.489 -21.044 17.515 1.4693
O -10.589 -18.200 18.146 -0.9562
H -10.303 -17.265 18.163 0.0947
O -12.741 -24.059 16.117 -0.9400
H -12.178 -24.851 16.019 0.1072
C -16.137 -20.991 22.220 -1.3579
C -15.504 -19.670 22.062 0.5049
C -15.411 -18.856 23.333 -0.8521
O -16.560 -18.944 24.216 -0.3712
C -17.655 -18.177 23.704 -0.6886
N -14.242 -19.903 21.379 -0.5627
H -16.227 -21.438 21.230 0.3502
H -17.197 -20.968 22.472 0.3381
H -15.609 -21.685 22.874 0.3236
H -16.158 -19.024 21.475 0.1953
H -15.224 -17.796 23.159 0.4186
H -14.561 -19.244 23.894 0.3825
H -17.403 -17.116 23.687 0.3112
H -18.486 -18.246 24.406 0.2621
H -18.003 -18.515 22.728 0.2593
H -13.835 -18.988 21.248 0.2714
H -13.542 -20.388 21.923 0.2449
C -15.554 -17.573 16.766 -1.5302
C -15.943 -18.787 15.972 0.5297
C -15.144 -19.062 14.708 -1.0470
O -13.717 -19.110 14.904 -0.2245
C -13.087 -17.839 14.450 -0.6909
N -15.750 -19.944 16.786 -0.4410
H -16.287 -17.578 17.572 0.4367
H -15.570 -16.621 16.235 0.3381
H -14.553 -17.640 17.193 0.3448
H -17.018 -18.777 15.789 0.3336
H -15.489 -18.408 13.907 0.4319
H -15.415 -20.063 14.371 0.4300
H -13.084 -17.947 13.365 0.3003
H -12.089 -17.889 14.885 0.2442
H -13.619 -16.921 14.702 0.2682
H -16.187 -20.727 16.323 0.2062
H -16.321 -19.778 17.602 0.1998
C -7.173 -23.472 19.139 -1.3549
C -8.771 -23.489 19.042 0.3652
C -9.460 -23.097 20.376 -0.8277
O -10.912 -23.105 20.308 -0.1765
C -11.527 -24.358 20.545 -0.7605
N -9.036 -22.513 17.956 -0.5387
H -6.891 -23.883 20.108 0.3615
H -6.775 -22.465 19.013 0.3740
H -6.776 -24.115 18.353 0.3806
H -9.162 -24.477 18.797 0.2747
H -9.270 -22.025 20.442 0.2631
H -9.006 -23.632 21.209 0.3505
H -12.602 -24.207 20.448 0.2585
H -11.480 -24.692 21.582 0.3258
H -11.211 -25.202 19.932 0.2836
H -8.447 -22.716 17.161 0.2263
H -8.609 -21.615 18.134 0.2598
```

**Energy**: -1049.1682 Ha
**Orbital gap**: 6.4 eV
**LUMO level**: -0.5 eV
**Highest occupied orbital energy**: -0.2518 hartree

(3)
Computed, not measured: a structure of composition C12H35N3O5Zn at a distorted geometry, with ωB97M-V/def2-TZVPD.

XYZ file:
```
56
Properties=species:S:1:pos:R:3:mulliken_charge:R:1
Zn -0.669 -0.165 -0.109 1.3363
O -0.731 -0.110 1.870 -0.7929
H -1.206 0.530 2.405 0.0767
O -0.747 -0.092 -2.083 -0.6925
H -1.235 -0.393 -2.851 0.0348
C -0.044 -3.890 0.567 -1.4906
C 1.131 -2.929 0.513 0.4827
C 2.383 -3.631 -0.008 -0.8996
O 3.431 -2.700 -0.046 -0.2255
C 4.694 -3.283 -0.304 -0.7931
N 0.807 -1.730 -0.325 -0.1736
H -0.428 -4.079 -0.441 0.3038
H -0.851 -3.413 1.127 0.2101
H 0.180 -4.839 1.049 0.4626
H 1.356 -2.559 1.516 0.2523
H 2.180 -4.020 -1.023 0.3049
H 2.640 -4.478 0.642 0.4727
H 5.439 -2.520 -0.084 0.2268
H 4.785 -3.540 -1.365 0.3248
H 4.849 -4.158 0.328 0.3087
H 1.722 -1.270 -0.380 -0.0541
H 0.692 -2.041 -1.295 0.3446
C 2.980 1.212 0.068 -1.3789
C 1.772 2.050 0.452 0.5310
C 2.076 3.517 0.199 -0.9890
O 0.877 4.251 0.159 -0.2308
C 1.107 5.614 -0.036 -0.8075
N 0.579 1.603 -0.297 -0.1059
H 2.788 0.167 0.316 0.1474
H 3.854 1.473 0.674 0.4313
H 3.237 1.323 -0.985 0.4036
H 1.559 1.874 1.507 0.1839
H 2.624 3.634 -0.750 0.3865
H 2.718 3.908 1.003 0.4429
H 1.756 6.040 0.747 0.2991
H 0.158 6.142 -0.012 0.2342
H 1.609 5.811 -0.996 0.3465
H 0.761 1.653 -1.307 0.2837
H -0.081 2.377 -0.199 0.0205
C -4.873 -1.424 -0.309 -1.5768
C -3.528 -0.717 -0.500 0.3325
C -3.611 0.600 0.212 -1.0155
O -2.518 1.459 -0.089 -0.2517
C -2.843 2.800 0.178 -0.6573
N -2.402 -1.533 0.019 -0.5330
H -5.728 -0.790 -0.543 0.4354
H -4.969 -1.772 0.727 0.3468
H -4.927 -2.317 -0.936 0.3917
H -3.384 -0.547 -1.564 0.2003
H -3.640 0.452 1.299 0.3345
H -4.539 1.084 -0.114 0.4739
H -3.565 3.192 -0.551 0.2482
H -1.930 3.391 0.159 0.0865
H -3.298 2.917 1.175 0.3574
H -2.577 -1.685 1.013 0.3413
H -2.421 -2.448 -0.421 0.2676
```

**Energy**: -2797.9939 Ha
**Orbital gap**: 8.4 eV
**LUMO level**: 0.7 eV
**Highest occupied orbital energy**: -0.2841 hartree

(4)
Computed, not measured: a cluster of 6 separate species, C12H35NO6 in total at a distorted geometry, with ωB97M-V/def2-TZVPD.

XYZ file:
```
54
Properties=species:S:1:pos:R:3:mulliken_charge:R:1
C -4.067 -18.196 20.180 -1.6890
C -4.726 -17.432 18.993 1.1811
C -3.994 -16.034 18.945 -1.7073
C -4.545 -18.265 17.682 -1.0173
C -5.454 -19.515 17.590 -0.6560
C -6.881 -19.075 17.572 -0.9851
C -7.194 -18.223 18.869 0.9729
C -8.577 -17.627 18.641 -1.7022
C -7.426 -19.348 20.024 -1.6091
N -6.178 -17.190 19.146 0.3637
O -6.516 -16.267 20.081 -0.4097
H -4.604 -19.112 20.424 0.3519
H -3.031 -18.452 19.960 0.4060
H -4.048 -17.519 21.034 0.4280
H -4.384 -15.580 18.034 0.4002
H -4.180 -15.338 19.762 0.3548
H -2.913 -16.173 18.966 0.3815
H -4.636 -17.663 16.778 0.3775
H -3.561 -18.729 17.631 0.4138
H -5.283 -20.060 16.662 0.3768
H -5.262 -20.190 18.423 0.3131
H -7.481 -19.974 17.712 0.3798
H -7.146 -18.597 16.629 0.3983
H -8.673 -17.045 17.724 0.3661
H -8.956 -17.022 19.465 0.3497
H -9.299 -18.438 18.543 0.3936
H -6.518 -19.880 20.310 0.3759
H -8.086 -20.146 19.684 0.4480
H -7.723 -18.876 20.961 0.3926
H -6.489 -16.795 20.882 0.3504
C -13.337 -15.753 8.958 -1.1813
C -12.388 -14.674 9.478 0.5244
C -12.909 -13.260 9.928 -1.1659
O -11.703 -15.245 10.560 -0.5532
H -13.819 -16.361 9.723 0.2987
H -12.785 -16.421 8.296 0.3394
H -13.984 -15.252 8.237 0.3233
H -11.750 -14.558 8.602 0.1703
H -13.773 -12.982 9.324 0.3041
H -12.194 -12.438 9.887 0.2982
H -13.134 -13.327 10.993 0.3271
H -10.985 -15.773 10.202 0.3149
O -7.688 -13.348 15.823 -0.6446
H -8.397 -13.637 15.249 0.3191
H -7.671 -13.993 16.529 0.3268
O -6.928 -9.921 19.799 -0.6351
H -6.432 -10.739 19.842 0.3173
H -7.844 -10.198 19.767 0.3177
O -11.333 -8.580 15.455 -0.6388
H -11.472 -7.997 14.709 0.3186
H -10.381 -8.656 15.527 0.3202
O -3.696 -12.715 12.780 -0.6421
H -4.327 -12.637 13.496 0.3223
H -3.651 -11.835 12.404 0.3187
```

**Energy**: -984.2950 Ha
**Orbital gap**: 8.6 eV
**LUMO level**: 0.3 eV
**Highest occupied orbital energy**: -0.3035 hartree
**Structure (SMILES)**: CC1(C)CCCC(C)(C)N1O.CC(C)O.O.O.O.O